No. 1
This record from the Open Molecules 2025 dataset describes C18H10BrF4OsPSe3Te as an isolated structure. The level of theory is ωB97M-V with the def2-TZVPD basis set.

CARTESIAN COORDINATES (ANGSTROEM)
Os -1.68 2.31 0.00
F -3.61 -4.42 -0.44
C -2.87 -3.34 -0.32
C -1.50 -3.44 -0.18
F -0.92 -4.62 -0.19
C -0.74 -2.28 -0.06
F 0.58 -2.41 0.04
C -1.31 -1.02 -0.06
P -0.27 0.48 -0.01
C 0.79 0.33 1.42
C 0.33 -0.34 2.56
C 1.12 -0.38 3.70
C 2.36 0.25 3.71
C 2.79 0.95 2.59
C 2.01 1.00 1.45
C 0.65 0.41 -1.55
C 1.89 -0.20 -1.67
C 2.51 -0.24 -2.91
C 1.90 0.33 -4.02
C 0.66 0.94 -3.90
C 0.04 0.98 -2.67
C -2.69 -0.97 -0.20
Br -3.59 0.73 -0.26
C -3.48 -2.09 -0.33
F -4.79 -1.99 -0.48
H -0.63 -0.84 2.55
H 0.78 -0.92 4.57
H 2.98 0.19 4.59
H 3.75 1.47 2.61
H 2.36 1.54 0.58
H 2.37 -0.66 -0.82
H 3.48 -0.71 -3.01
H 2.39 0.30 -4.98
H 0.18 1.38 -4.77
H -0.94 1.46 -2.58
Se -1.69 2.30 2.32
Se -2.40 4.42 2.75
Te -2.58 4.92 0.28
Se -0.25 4.16 -0.29

The value obtained for the total energy is -314813.43278 eV. As for the relative energy (zero: lowest compared OMol25 entry of this formula, charge and spin): 6.2 kcal per mole. The charge is +2. As for the spin multiplicity: 1.

No. 2
This record from the Open Molecules 2025 dataset describes C38H20BrIN8O4PbS as an isolated structure. The level of theory is ωB97M-V with the def2-TZVPD basis set.

CARTESIAN COORDINATES (ANGSTROEM)
Pb 1.37 -0.23 0.63
C 3.96 -3.99 -4.37
C 4.29 -4.89 -3.34
C 3.79 -4.72 -2.06
C 2.96 -3.63 -1.84
C 2.26 -3.16 -0.63
N 1.61 -1.99 -0.93
C 1.72 -1.75 -2.27
N 0.99 -0.95 -3.00
C -0.03 -0.22 -2.52
C -1.23 0.01 -3.30
C -1.57 -0.30 -4.62
C -2.86 -0.05 -5.02
C -3.82 0.48 -4.13
C -3.49 0.77 -2.82
C -2.18 0.53 -2.42
C -1.53 0.63 -1.13
N -2.16 1.06 -0.03
C -1.75 0.77 1.18
N -0.84 -0.17 1.53
C -0.89 -0.34 2.89
N -0.42 -1.35 3.57
C 0.27 -2.35 2.99
N 1.04 -2.26 1.88
C 1.47 -3.51 1.54
N 2.18 -3.86 0.47
C 1.00 -4.46 2.53
C 1.09 -5.84 2.63
C 0.44 -6.46 3.68
C -0.31 -5.72 4.61
C -0.42 -4.34 4.50
C 0.25 -3.72 3.45
C -1.76 0.70 3.47
C -2.02 1.08 4.77
C -2.89 2.15 4.96
C -3.48 2.80 3.88
C -3.21 2.41 2.57
C -2.34 1.36 2.39
N -0.21 0.27 -1.25
C 2.64 -2.74 -2.86
C 3.12 -2.91 -4.14
H 4.37 -4.15 -5.36
H 4.93 -5.73 -3.56
H 4.03 -5.40 -1.26
H -0.83 -0.72 -5.29
H -3.16 -0.28 -6.03
H -4.83 0.66 -4.48
H -4.22 1.16 -2.12
H 1.66 -6.40 1.90
H 0.49 -7.53 3.78
H -0.81 -6.24 5.41
H -1.01 -3.77 5.21
H -1.55 0.57 5.60
H -3.09 2.50 5.96
H -4.16 3.62 4.06
H -3.66 2.91 1.72
H 2.86 -2.22 -4.93
Br 3.14 5.16 -2.18
C 1.51 5.89 -1.56
C 1.48 7.22 -1.19
C 0.29 7.78 -0.74
C -0.88 7.03 -0.69
C -0.85 5.70 -1.06
C 0.34 5.14 -1.50
I 0.35 3.06 -1.58
H 2.38 7.81 -1.23
H 0.28 8.82 -0.44
H -1.80 7.48 -0.34
H -1.75 5.10 -1.00
O 0.12 2.98 0.35
S 1.64 3.18 1.19
O 2.55 2.68 0.17
O 1.45 2.30 2.31
O 1.70 4.58 1.44

The value obtained for the total energy is -154066.97074 eV. As for the relative energy (zero: lowest compared OMol25 entry of this formula, charge and spin): 53.4 kcal per mole. As for the spin multiplicity: 1.

No. 3
This record from the Open Molecules 2025 dataset describes a 2-piece molecular cluster, C4H13NO2 overall. The level of theory is ωB97M-V with the def2-TZVPD basis set.

CARTESIAN COORDINATES (ANGSTROEM)
C -0.37 0.04 -1.65
C -0.66 -0.46 -0.25
C -0.88 0.66 0.82
C -1.86 1.71 0.44
O 0.34 1.24 1.25
N 0.44 -1.28 0.23
H -0.34 -0.85 -2.27
H 0.50 0.72 -1.60
H -1.08 0.81 -1.97
H -1.56 -1.10 -0.20
H -1.39 0.08 1.61
H -2.85 1.31 0.24
H -1.59 2.40 -0.38
H -1.97 2.47 1.23
H 0.96 0.52 1.12
H 0.50 -1.41 1.22
H 1.09 -1.74 -0.35
H 3.73 -1.26 -0.49
H 3.67 -1.92 0.93
O 3.33 -1.94 0.05

The value obtained for the total energy is -9943.29662 eV. As for the relative energy (zero: lowest compared OMol25 entry of this formula, charge and spin): 20.8 kcal per mole. The SMILES is C[C@H](O)[C@@H](C)N.O. As for the spin multiplicity: 1.

No. 4
This record from the Open Molecules 2025 dataset describes a 2-piece molecular cluster, C2HCl4F overall. The level of theory is ωB97M-V with the def2-TZVPD basis set.

CARTESIAN COORDINATES (ANGSTROEM)
C 1.20 1.30 -0.72
C 0.38 0.28 -0.43
H -2.59 -2.68 1.46
F -2.16 -2.05 1.99
Cl 2.90 1.20 -0.53
Cl 0.62 2.80 -1.31
Cl 0.97 -1.22 0.16
Cl -1.32 0.38 -0.62

The value obtained for the total energy is -54896.68843 eV. The SMILES is ClC(Cl)=C(Cl)Cl.F. As for the spin multiplicity: 1.

No. 5
This record from the Open Molecules 2025 dataset describes a 3-piece molecular cluster, C3H18N12 overall. The level of theory is ωB97M-V with the def2-TZVPD basis set.

CARTESIAN COORDINATES (ANGSTROEM)
C 7.70 -0.26 1.74
C -1.67 -2.24 1.38
C -5.03 0.44 0.11
N -5.95 3.86 0.07
N -2.92 -1.15 -1.85
N 8.64 1.48 -0.53
N -2.08 -1.80 -0.92
N -5.63 2.73 -0.26
N -3.36 0.15 -1.59
N 8.50 0.33 -0.26
N -2.54 -1.63 0.45
N -5.40 1.74 0.61
N -3.58 0.41 -0.22
N 9.01 -0.68 -0.93
N -2.71 -0.23 0.66
H 8.49 -0.50 2.39
H 7.13 0.65 1.75
H 7.29 -1.20 1.33
H -0.59 -1.89 1.23
H -2.07 -2.04 2.37
H -1.62 -3.25 1.23
H -5.67 0.38 -0.80
H -5.19 -0.37 0.87
H -6.18 4.60 -0.56
H -3.69 -1.82 -2.09
H 8.89 1.69 -1.53
H -1.81 -2.78 -1.24
H -5.89 2.34 -1.23
H -2.67 0.91 -1.83
H 8.60 -1.65 -0.77
H 8.99 -0.66 -1.97
H -5.02 2.07 1.57
H -1.96 0.36 0.82

The value obtained for the total energy is -21255.66079 eV. As for the relative energy (zero: lowest compared OMol25 entry of this formula, charge and spin): 49.8 kcal per mole. The charge is +2. As for the spin multiplicity: 1.

No. 6
This record from the Open Molecules 2025 dataset describes one molecule with the formula C22H25O2P. The level of theory is ωB97M-V with the def2-TZVPD basis set.

CARTESIAN COORDINATES (ANGSTROEM)
O 0.61 -1.37 0.97
O -0.69 -1.13 -1.27
C -4.69 -0.12 0.97
C 0.15 3.38 2.90
C 3.01 1.81 -3.07
C -3.82 -1.00 1.69
C -4.20 0.69 -0.04
C 0.10 3.63 1.55
C 0.15 2.08 3.39
C 3.23 1.87 -1.70
C 1.85 1.19 -3.54
C -2.44 -1.06 1.30
C -2.80 0.69 -0.31
C 0.00 2.56 0.63
C 0.14 0.99 2.49
C 2.35 1.18 -0.82
C 0.95 0.58 -2.64
C -1.95 -0.16 0.37
C 0.00 1.23 1.10
C 1.17 0.54 -1.26
C 2.42 -2.80 1.65
C -0.61 -3.13 -2.66
C 2.03 -1.58 0.79
C -0.45 -2.54 -1.28
P -0.11 -0.27 -0.02
H -5.74 -0.04 1.26
H 0.21 4.22 3.58
H 3.69 2.33 -3.75
H -4.19 -1.70 2.43
H -4.88 1.32 -0.64
H 0.13 4.67 1.20
H 0.18 1.89 4.47
H 4.05 2.46 -1.32
H 1.61 1.25 -4.59
H -1.76 -1.78 1.76
H -2.40 1.37 -1.07
H -0.05 2.77 -0.42
H 0.20 -0.02 2.90
H 2.67 1.21 0.23
H 0.05 0.24 -3.10
H 2.04 -3.75 1.24
H 3.50 -2.87 1.70
H 2.02 -2.70 2.64
H -0.33 -4.19 -2.64
H -1.61 -3.09 -3.07
H 0.01 -2.58 -3.35
H 2.28 -1.77 -0.29
H 2.58 -0.70 1.14
H -1.21 -2.98 -0.60
H 0.53 -2.82 -0.90

The value obtained for the total energy is -36601.70872 eV. As for the relative energy (zero: lowest compared OMol25 entry of this formula, charge and spin): 15.6 kcal per mole. The SMILES is CCOP(OCC)(c1ccccc1)(c1ccccc1)c1ccccc1. As for the spin multiplicity: 1.

No. 7
This record from the Open Molecules 2025 dataset describes a 9-piece molecular cluster, C66H146N8O12 overall. The level of theory is ωB97M-V with the def2-TZVPD basis set.

CARTESIAN COORDINATES (ANGSTROEM)
C -0.33 -1.49 -1.35
C -0.90 -1.35 -0.13
C -0.36 -0.20 0.75
O -0.86 0.15 1.94
C 0.76 0.54 0.46
C 1.34 0.39 -0.91
C 0.74 -0.68 -1.86
O 1.24 -0.89 -2.98
O 2.29 1.10 -1.25
O -1.92 -2.06 0.10
H -0.76 -2.18 -2.07
H 1.18 1.26 1.15
C 1.92 3.12 -7.84
O 2.30 2.48 -6.65
C 1.40 2.32 -5.63
C 2.07 1.54 -4.50
N 3.20 2.39 -3.78
H 3.06 3.39 -3.67
H 3.11 2.03 -2.84
C 4.65 2.27 -4.31
C 5.66 3.08 -3.46
O 6.00 2.46 -2.25
C 6.86 3.24 -1.34
H 1.07 2.55 -8.20
H 2.83 3.20 -8.43
H 1.58 4.15 -7.74
H 0.50 1.85 -6.02
H 1.14 3.28 -5.19
H 2.42 0.54 -4.77
H 1.38 1.37 -3.67
H 4.63 2.52 -5.37
H 4.81 1.20 -4.14
H 5.23 4.05 -3.17
H 6.54 3.34 -4.05
H 7.73 3.52 -1.94
H 6.99 2.69 -0.41
H 6.36 4.18 -1.09
C 0.83 5.33 3.23
O -0.57 4.94 3.40
C -0.74 3.56 3.77
C -2.16 3.06 3.53
N -3.24 3.85 4.40
H -4.16 3.53 4.14
H -3.00 3.68 5.37
C -3.30 5.34 4.28
C -4.58 5.83 4.98
O -4.57 5.55 6.40
C -5.74 5.91 7.16
H 1.34 4.80 2.43
H 1.38 5.14 4.15
H 0.72 6.40 3.05
H -0.57 3.34 4.83
H -0.11 2.82 3.28
H -2.22 2.01 3.82
H -2.46 3.19 2.49
H -3.29 5.47 3.20
H -2.39 5.61 4.82
H -5.45 5.39 4.49
H -4.60 6.91 4.85
H -5.52 6.52 8.04
H -6.33 5.04 7.45
H -6.49 6.51 6.65
C 3.83 3.03 0.65
O 4.19 4.41 0.90
C 4.66 4.57 2.28
C 5.16 5.96 2.46
N 6.20 6.26 1.40
H 7.07 5.78 1.54
H 5.80 5.91 0.54
C 6.51 7.77 1.06
C 5.53 8.01 -0.10
O 5.84 7.18 -1.20
C 4.88 6.97 -2.19
H 3.78 2.98 -0.43
H 2.90 2.69 1.12
H 4.70 2.43 0.89
H 5.47 3.90 2.55
H 3.91 4.40 3.06
H 5.74 6.09 3.37
H 4.44 6.78 2.41
H 7.56 7.73 0.77
H 6.51 8.35 1.98
H 5.65 9.03 -0.48
H 4.51 8.01 0.27
H 4.77 7.88 -2.78
H 3.90 6.70 -1.81
H 5.24 6.17 -2.85
C 0.50 -6.48 -3.58
O 1.01 -5.21 -3.93
C 2.21 -5.22 -4.73
C 2.71 -3.75 -4.87
N 1.57 -2.69 -5.00
H 0.83 -3.09 -4.44
H 1.65 -1.83 -4.49
C 1.01 -2.52 -6.39
C -0.52 -2.07 -6.31
O -1.26 -2.99 -5.45
C -2.67 -2.77 -5.55
H 0.98 -7.32 -4.06
H -0.58 -6.54 -3.71
H 0.61 -6.56 -2.50
H 2.01 -5.72 -5.68
H 3.04 -5.73 -4.25
H 3.43 -3.66 -5.68
H 3.19 -3.39 -3.96
H 1.12 -3.52 -6.82
H 1.59 -1.77 -6.92
H -0.93 -2.10 -7.32
H -0.59 -1.06 -5.92
H -2.93 -1.72 -5.66
H -3.28 -3.10 -4.71
H -3.00 -3.26 -6.46
C -7.52 -3.53 1.41
C -6.78 -2.45 2.18
C -5.30 -2.75 2.38
N -4.48 -1.72 3.27
C -3.14 -2.37 3.77
C -2.49 -1.72 4.99
C -3.44 -1.42 6.10
C -4.52 -0.54 5.50
C -5.38 -1.27 4.49
C -4.11 -0.50 2.44
H -8.34 -3.18 0.78
H -7.89 -4.21 2.17
H -6.87 -4.11 0.75
H -7.34 -2.22 3.08
H -6.82 -1.49 1.66
H -4.81 -2.81 1.41
H -5.10 -3.74 2.80
H -3.40 -3.40 3.99
H -2.41 -2.43 2.96
H -1.68 -2.33 5.38
H -1.90 -0.87 4.66
H -3.92 -2.32 6.48
H -2.93 -1.03 6.98
H -5.21 -0.20 6.28
H -4.14 0.43 5.17
H -5.93 -2.14 4.84
H -6.26 -0.75 4.09
H -5.03 0.06 2.27
H -3.66 -0.99 1.59
H -3.50 0.32 2.83
C -0.22 4.57 0.04
C -1.25 4.27 -0.99
C -1.64 2.79 -1.02
N -2.80 2.49 -1.98
C -2.85 0.92 -1.98
C -4.18 0.23 -2.36
C -5.38 0.80 -1.60
C -5.39 2.36 -1.82
C -4.06 3.06 -1.38
C -2.62 2.94 -3.46
H -0.59 4.49 1.07
H 0.11 5.60 -0.05
H 0.67 3.95 0.00
H -0.83 4.54 -1.96
H -2.11 4.93 -0.89
H -1.81 2.29 -0.07
H -0.79 2.25 -1.44
H -2.72 0.59 -0.95
H -2.00 0.59 -2.58
H -4.17 -0.84 -2.14
H -4.19 0.23 -3.45
H -5.23 0.55 -0.55
H -6.24 0.25 -1.98
H -6.22 2.76 -1.24
H -5.62 2.64 -2.85
H -4.00 2.92 -0.30
H -4.05 4.11 -1.67
H -2.94 3.98 -3.54
H -3.21 2.25 -4.06
H -1.57 2.95 -3.76
C -3.84 -5.02 -1.86
C -3.15 -6.11 -1.03
C -2.95 -5.63 0.43
N -1.66 -6.12 1.07
C -1.63 -5.49 2.47
C -0.50 -6.00 3.34
C -0.56 -7.53 3.51
C -0.66 -8.26 2.17
C -1.78 -7.66 1.22
C -0.40 -5.67 0.28
H -3.18 -4.15 -1.94
H -4.86 -4.76 -1.59
H -3.89 -5.41 -2.87
H -2.22 -6.45 -1.49
H -3.86 -6.94 -1.04
H -3.83 -5.97 0.97
H -2.74 -4.56 0.45
H -2.54 -5.81 2.98
H -1.59 -4.41 2.31
H -0.60 -5.53 4.33
H 0.42 -5.67 2.86
H -1.31 -7.73 4.27
H 0.35 -7.83 4.03
H -0.93 -9.30 2.33
H 0.30 -8.24 1.66
H -2.83 -7.83 1.48
H -1.72 -7.99 0.18
H -0.39 -6.07 -0.73
H 0.50 -6.06 0.75
H -0.40 -4.59 0.13
C 1.66 -2.40 4.06
C 2.45 -2.88 2.80
C 3.24 -1.70 2.13
N 4.18 -2.14 0.99
C 4.75 -0.80 0.38
C 5.49 -1.10 -1.02
C 4.45 -1.88 -1.88
C 4.14 -3.14 -1.27
C 3.32 -2.94 0.00
C 5.37 -3.04 1.54
H 1.00 -3.19 4.43
H 1.01 -1.55 3.84
H 2.38 -2.09 4.81
H 1.67 -3.25 2.14
H 3.12 -3.70 3.05
H 3.88 -1.23 2.88
H 2.51 -0.99 1.74
H 3.95 -0.09 0.22
H 5.41 -0.37 1.13
H 5.80 -0.18 -1.50
H 6.38 -1.72 -0.86
H 3.54 -1.29 -2.01
H 4.86 -2.06 -2.87
H 3.60 -3.88 -1.86
H 5.10 -3.62 -1.07
H 2.43 -2.32 -0.17
H 2.98 -3.86 0.47
H 4.95 -4.02 1.73
H 5.83 -2.50 2.37
H 6.11 -3.08 0.74

The value obtained for the total energy is -107246.24561 eV. As for the expectation value of S²: 0.78. The charge is +5. As for the spin multiplicity: 2.

No. 8
This record from the Open Molecules 2025 dataset describes a 2-piece molecular cluster, C9H13BrClF8NO5P2 overall. The level of theory is ωB97M-V with the def2-TZVPD basis set.

CARTESIAN COORDINATES (ANGSTROEM)
C -0.26 -2.12 4.76
C 0.20 -1.20 3.45
N -0.89 -1.03 2.42
C -1.98 -0.08 2.85
O -1.69 0.73 4.04
C -2.90 1.29 4.66
O -3.68 2.25 4.14
P -3.69 -0.93 3.15
O -3.52 -2.69 3.23
Cl -4.98 -0.41 1.49
P -2.22 1.16 1.37
O -0.79 2.20 1.50
Br -2.09 0.05 -0.61
H 0.37 -3.14 4.74
H -1.39 -2.44 4.71
H 0.03 -1.61 5.80
H 1.06 -1.84 2.92
H 0.74 -0.19 3.77
H -1.24 -1.98 2.17
H -3.19 0.88 5.73
H -4.27 -3.07 2.66
H -0.02 1.53 1.56
C 1.63 1.60 -5.06
C 3.07 1.76 -4.56
C 3.90 0.48 -4.56
F 3.37 -0.49 -3.78
F 5.15 0.71 -4.07
F 3.06 2.35 -3.34
F 3.69 2.66 -5.40
O 0.62 1.43 -4.06
C 0.48 0.10 -3.56
C 0.90 -0.04 -2.09
F 2.18 0.38 -1.89
F 0.87 -1.34 -1.69
F 1.13 -0.76 -4.39
F -0.84 -0.20 -3.68
H 1.36 2.54 -5.55
H 1.54 0.85 -5.86
H 4.02 0.08 -5.57
H 0.25 0.53 -1.44

The value obtained for the total energy is -144150.54280 eV. The SMILES is CCN[C@](OC=O)(P(O)Cl)P(O)Br.FC(F)C(F)(F)COC(F)(F)C(F)F. As for the spin multiplicity: 1.

What is the total energy in the seventh record? -107246.24561 eV

Please write out number 1 again, unchanged.
This record from the Open Molecules 2025 dataset describes C18H10BrF4OsPSe3Te as an isolated structure. The level of theory is ωB97M-V with the def2-TZVPD basis set.

CARTESIAN COORDINATES (ANGSTROEM)
Os -1.68 2.31 0.00
F -3.61 -4.42 -0.44
C -2.87 -3.34 -0.32
C -1.50 -3.44 -0.18
F -0.92 -4.62 -0.19
C -0.74 -2.28 -0.06
F 0.58 -2.41 0.04
C -1.31 -1.02 -0.06
P -0.27 0.48 -0.01
C 0.79 0.33 1.42
C 0.33 -0.34 2.56
C 1.12 -0.38 3.70
C 2.36 0.25 3.71
C 2.79 0.95 2.59
C 2.01 1.00 1.45
C 0.65 0.41 -1.55
C 1.89 -0.20 -1.67
C 2.51 -0.24 -2.91
C 1.90 0.33 -4.02
C 0.66 0.94 -3.90
C 0.04 0.98 -2.67
C -2.69 -0.97 -0.20
Br -3.59 0.73 -0.26
C -3.48 -2.09 -0.33
F -4.79 -1.99 -0.48
H -0.63 -0.84 2.55
H 0.78 -0.92 4.57
H 2.98 0.19 4.59
H 3.75 1.47 2.61
H 2.36 1.54 0.58
H 2.37 -0.66 -0.82
H 3.48 -0.71 -3.01
H 2.39 0.30 -4.98
H 0.18 1.38 -4.77
H -0.94 1.46 -2.58
Se -1.69 2.30 2.32
Se -2.40 4.42 2.75
Te -2.58 4.92 0.28
Se -0.25 4.16 -0.29

The value obtained for the total energy is -314813.43278 eV. As for the relative energy (zero: lowest compared OMol25 entry of this formula, charge and spin): 6.2 kcal per mole. The charge is +2. As for the spin multiplicity: 1.